# 1
88
Properties=species:S:1:pos:R:3:mulliken_charge:R:1 method="wB97M-V/def2-TZVPD" total_charge=0
C -3.2702 -2.5521 -0.6955 -1.133
C -2.6521 -1.3842 -0.8693 -0.549
C -1.4962 -1.0021 0.0192 -1.426
N -2.0115 0.0777 0.9702 0.507
P -1.2153 0.1177 2.5742 0.516
O -0.0795 1.0285 2.6860 -0.505
C -2.0924 1.4855 0.3531 -1.251
C -3.5396 1.8258 0.0164 -0.950
C -4.4014 2.2470 1.2105 0.226
C -5.1340 1.1115 1.9217 -1.286
F -3.6785 2.9968 2.1362 -0.387
C -1.2568 1.5618 -0.9107 1.552
C -1.0383 2.9759 -1.4035 -3.226
C -0.7275 4.0298 -0.3210 -1.396
C 0.6255 3.8645 0.3768 0.599
C 1.1533 5.2458 0.7708 -1.417
N 2.2536 5.1410 1.7556 0.196
C 1.7584 5.4521 3.1213 -1.092
C 3.2589 6.1283 1.4767 0.635
C 4.6807 5.6980 1.7207 -1.250
O 3.0063 7.2395 1.0850 -0.524
N -0.0069 0.8512 -0.6752 -0.032
C -0.1767 -0.6099 -0.6807 2.261
C -0.1539 -1.1350 -2.1384 -0.791
C 1.1851 -1.0382 -2.8645 -1.219
C 2.1593 -2.2298 -2.7617 -1.078
C 1.5193 -3.6098 -2.8109 -0.491
C 2.5219 -4.7612 -2.5386 -0.820
C 2.2876 -5.4734 -1.2082 -0.380
O 2.1295 -6.8946 -1.4205 -0.388
C 1.0878 -7.4283 -0.7427 0.667
C 1.1079 -7.3410 0.7548 -0.828
O 0.2074 -7.9915 -1.3136 -0.544
C 0.9996 -1.1207 0.1576 -2.576
N 1.0484 -2.5945 0.2632 0.173
C 1.0109 -3.0777 1.6534 -0.909
H -4.2589 -2.7586 -1.0775 0.337
H -2.7744 -3.3284 -0.1212 0.302
H -2.9861 -0.7229 -1.6609 0.477
H -1.2945 -1.8879 0.6221 0.349
H -2.9833 -0.1801 1.1724 0.755
H -0.9018 -1.2217 2.8323 0.032
H -2.2994 0.4668 3.3943 0.103
H -1.7681 2.1770 1.1267 1.135
H -3.5398 2.6386 -0.7067 0.539
H -4.0649 1.0094 -0.4793 0.312
H -5.1808 2.9020 0.8175 0.450
H -5.3673 0.3414 1.1837 0.350
H -4.5098 0.6459 2.6867 0.286
H -6.0823 1.4367 2.3360 0.378
H -1.8503 1.0684 -1.6921 -0.357
H -1.8840 3.3051 -2.0027 0.751
H -0.1860 2.9575 -2.0705 0.896
H -0.7470 5.0041 -0.8143 0.709
H -1.5366 4.0640 0.4154 0.159
H 0.5309 3.2927 1.3009 0.094
H 1.3554 3.3991 -0.2827 0.000
H 0.3396 5.8718 1.1470 0.409
H 1.5223 5.7305 -0.1315 0.478
H 0.7391 5.0971 3.2281 0.346
H 2.4027 4.9546 3.8476 0.294
H 1.8182 6.5210 3.3389 0.411
H 4.6948 4.6724 2.0811 0.336
H 5.2719 5.7934 0.8145 0.338
H 5.1352 6.3172 2.4933 0.302
H 0.6299 1.1095 -1.4198 0.726
H -0.8268 -0.4490 -2.6650 0.421
H -0.6091 -2.1184 -2.2321 0.725
H 0.9481 -0.9439 -3.9245 0.517
H 1.7272 -0.1268 -2.6086 0.261
H 2.8100 -2.1678 -3.6369 0.583
H 2.8402 -2.1286 -1.9105 0.378
H 0.6981 -3.7296 -2.1085 0.300
H 1.0922 -3.7668 -3.8022 0.524
H 3.5529 -4.4273 -2.6306 0.373
H 2.3273 -5.5172 -3.2975 0.364
H 1.4106 -5.0860 -0.6905 0.280
H 3.1449 -5.3155 -0.5460 0.289
H 1.2992 -8.3230 1.1832 0.323
H 1.8699 -6.6666 1.1413 0.268
H 0.1405 -7.0190 1.1328 0.268
H 0.9878 -0.6901 1.1615 0.706
H 1.9255 -0.7767 -0.3017 0.318
H 1.9467 -2.9094 -0.0764 0.330
H 1.6993 -2.5143 2.2918 0.382
H -0.0030 -3.0885 2.0497 0.206
H 1.3711 -4.1068 1.6504 0.218
I -1.6482 2.3602 -4.2271 -0.614

# 2
89
Properties=species:S:1:pos:R:3:mulliken_charge:R:1 method="wB97M-V/def2-TZVPD" total_charge=-1
C 1.4914 -5.2108 1.3451 -1.537
C 1.5896 -3.6925 1.5111 0.507
C 2.9807 -3.1530 1.2190 -0.998
C 3.3747 -3.0953 -0.2678 -0.824
C 2.2696 -2.6559 -1.2381 1.195
C 2.8392 -2.3695 -2.6193 -1.495
C 3.6478 -1.0688 -2.7486 -1.196
C 3.2653 0.0778 -1.8121 0.979
C 4.2699 1.2245 -1.9223 -1.176
C 4.2179 2.2142 -0.7595 -0.935
C 2.8386 2.8476 -0.4964 -0.979
C 2.0042 2.2764 0.6691 -0.627
C 0.7089 1.6264 0.1809 0.181
C -0.1697 1.0917 1.3196 -0.758
C -0.6573 -0.3609 1.1562 2.235
C -2.2094 -0.4784 1.0944 -2.679
C -2.8526 -1.1283 -0.1470 1.274
P -2.0977 -2.7836 -0.3393 0.424
O -2.7270 -3.8355 -1.1701 -0.775
C -4.4042 -1.3986 0.2007 0.239
O -4.8143 -0.8504 1.2249 -0.748
O -4.9942 -2.0654 -0.6383 -0.642
N -2.8417 -0.1636 -1.2902 0.683
N -4.0982 0.4555 -1.4567 -0.614
C -3.9953 1.8818 -1.7101 -0.379
C -3.6770 2.6454 -0.4412 -0.938
C -2.2496 -0.4583 -2.5631 -1.066
Cl -0.4617 -0.4912 -2.4963 -0.008
C -2.9301 -1.6339 -3.3621 0.642
C -3.5979 -1.0597 -4.6078 -1.571
Cl -1.7867 -2.8815 -3.9574 -0.184
H 1.3451 -5.4804 0.3025 0.300
H 2.3711 -5.7036 1.7527 0.375
H 0.6338 -5.5815 1.9004 0.435
H 0.8259 -3.2024 0.9163 -0.426
H 1.3615 -3.4589 2.5514 0.456
H 3.6868 -3.8173 1.7176 0.419
H 3.0929 -2.1595 1.6515 0.279
H 4.2232 -2.4175 -0.3660 0.301
H 3.7012 -4.0873 -0.5820 0.436
H 1.7084 -1.8195 -0.8255 -0.851
H 1.5490 -3.4667 -1.3315 0.737
H 3.5009 -3.2031 -2.8639 0.394
H 2.0379 -2.4044 -3.3527 0.355
H 3.5031 -0.6886 -3.7607 0.339
H 4.7145 -1.2684 -2.6562 0.450
H 2.2959 0.4575 -2.1294 -0.120
H 3.2099 -0.2248 -0.7689 0.147
H 4.0958 1.7791 -2.8467 0.326
H 5.2752 0.8070 -2.0003 0.444
H 4.9566 2.9925 -0.9505 0.352
H 4.5640 1.6782 0.1262 0.399
H 2.9780 3.9150 -0.3416 0.530
H 2.2310 2.7198 -1.3924 0.469
H 2.6108 1.5396 1.1966 0.491
H 1.7555 3.0512 1.3933 0.314
H 0.1603 2.3752 -0.3879 0.414
H 0.9920 0.8002 -0.4626 -0.735
H 0.4293 1.1502 2.2291 0.267
H -1.0180 1.7503 1.4905 0.087
H -0.3057 -0.9102 2.0277 0.447
H -0.1429 -0.8036 0.3076 -1.595
H -2.5438 -1.0637 1.9427 0.575
H -2.6340 0.5102 1.2087 0.423
H -2.0435 -3.1682 1.0145 0.022
H -0.7480 -2.6388 -0.7024 -0.048
H -4.6620 0.0068 -2.1714 0.232
H -4.9831 2.1909 -2.0564 0.440
H -3.2920 2.1469 -2.5099 0.266
H -2.6557 2.4372 -0.1305 -0.100
H -3.7513 3.7181 -0.6215 0.503
H -4.3744 2.3660 0.3410 0.306
H -2.4215 0.4300 -3.1609 0.440
H -3.6578 -2.1184 -2.7146 0.342
H -4.1839 -0.1805 -4.3494 0.354
H -4.2279 -1.8182 -5.0615 0.442
H -2.8290 -0.7832 -5.3237 0.363
C 0.3828 6.0637 4.9179 -0.619
O -0.6827 5.2351 5.3817 -0.345
C -0.6879 4.0109 4.8451 0.822
O 0.1059 3.5949 4.0449 -0.550
O -1.7207 3.3394 5.3398 -0.360
C -1.8613 2.0091 4.8156 -0.401
H 0.2676 7.0158 5.4278 0.208
H 1.3477 5.6269 5.1687 0.278
H 0.3142 6.2124 3.8420 0.288
H -0.9822 1.4126 5.0496 0.273
H -2.0169 2.0339 3.7395 0.104
H -2.7348 1.5858 5.3004 0.276

no.,gap between HOMO and LUMO (eV)
1,5.475
2,7.192